Entry 1:
# C7H6O3

A single C7H6O3 molecule (ωB97M-V with the def2-TZVPD basis set, the Open Molecules 2025 dataset).

Calculated values
energy above the lowest of the compared OMol25 structures with the same formula, charge and spin = 5.097 eV
LUMO level = 0.5 eV
strongest force on any atom = 3.1 eV/Å
orbital gap = 8.96 eV
charge = 0

XYZ file:
```
16
Properties=species:S:1:pos:R:3:forces:R:3:mulliken_charge:R:1
C -1.76486 1.17268 -0.26986 0.4462 -2.0685 1.1377 -0.2830
C -0.90165 0.46689 -1.00356 0.9214 0.7333 -0.2098 -0.7785
C -1.97575 1.04848 1.17740 1.7050 -0.7846 0.4472 -0.5955
C 1.36510 0.59630 0.14595 0.0597 2.2766 1.1239 -0.2276
C -1.39679 0.10333 1.93831 -0.4049 0.0959 1.9219 0.6827
C 2.26133 -1.25302 -0.79411 -0.7244 0.2345 -0.0013 -0.2539
C 0.29356 -0.24735 -0.42130 -0.5949 -0.7908 1.1007 0.5363
O -1.02946 -0.64421 2.77231 -0.5661 1.1586 -1.9903 -0.3725
O 2.50188 0.08168 -0.12470 -0.3647 -1.5738 -0.3684 -0.1322
O 0.94921 -1.13841 -1.25774 1.5146 -0.9319 -2.5599 -0.5159
H -2.55526 1.71002 -0.67021 -0.9869 1.1703 -1.3905 0.4656
H -0.84746 0.60833 -2.07589 -0.1977 -0.1213 -0.0458 0.3397
H -2.28316 1.92212 1.74269 -0.2432 -0.2163 0.0815 0.3036
H 3.05749 -1.45907 -1.49307 -0.2761 0.4596 -0.8797 0.2692
H 2.30423 -2.06102 -0.08696 0.1077 -0.0669 1.1176 0.2939
H 0.02160 -0.90673 0.42073 -0.3957 0.4253 0.5152 0.2681
```
Positions in Å, forces in eV/Å.

***

Entry 2:
# C40H42N10O20

10 unconnected molecules or ions with the total composition C40H42N10O20 (ωB97M-V with the def2-TZVPD basis set, the Open Molecules 2025 dataset).

Calculated values
LUMO level = -0.8 eV
strongest force on any atom = 4.2 eV/Å
orbital gap = 8.66 eV
SMILES = O=[N+]([O-])c1ccccc1.O=[N+]([O-])c1ccccc1.O=[N+]([O-])c1ccccc1.O=[N+]([O-])c1ccccc1.O=[N+]([O-])c1ccccc1.O=[N+]([O-])c1ccccc1.C[N+](=O)[O-].C[N+](=O)[O-].C[N+](=O)[O-].C[N+](=O)[O-]
charge = 0

XYZ file:
```
112
Properties=species:S:1:pos:R:3:forces:R:3:mulliken_charge:R:1
O 1.11823 -3.51137 -6.04053 0.1945 0.3722 0.4234 -0.6717
N -0.02456 -3.20891 -5.75784 0.7098 -1.2026 1.6091 1.2079
O -0.91261 -3.08636 -6.53180 -1.5927 0.4690 -2.2298 -0.6326
C -0.46269 -3.07613 -4.35805 -1.0200 0.5427 1.0929 -0.4218
C -1.86585 -3.16921 -4.04945 2.3258 -0.0361 -0.5547 -0.7809
C -2.20870 -2.89010 -2.77042 -1.5148 0.7626 1.3179 -0.6602
C -1.35892 -2.34547 -1.81047 -0.0362 -0.5946 -0.2847 -0.6689
C -0.02570 -2.26055 -2.14368 0.2187 -0.0498 -0.4639 -0.0783
C 0.45136 -2.67206 -3.38309 -1.6092 -0.6275 -1.2647 -0.3732
H -2.67352 -3.42277 -4.70492 0.2855 -0.2356 -0.7139 0.4908
H -3.26687 -2.93824 -2.49969 0.2692 -0.1867 -0.1087 0.4223
H -1.81557 -2.09212 -0.85305 0.5360 0.1530 -0.1454 0.3855
H 0.73407 -1.85482 -1.54111 0.5423 0.4803 1.2291 0.9023
H 1.47829 -2.70190 -3.66411 0.7155 0.3010 0.1004 0.7994
O -0.62545 -2.12295 7.09149 0.0307 1.6294 0.1706 -0.5988
N -1.18046 -1.01354 7.04773 -0.9773 -2.5130 -0.2932 1.0441
O -2.39193 -0.93629 7.17435 0.0001 0.8584 0.1425 -0.6256
C -0.41967 0.16738 6.70975 -0.1908 0.5146 -1.0194 -0.2048
C 0.86718 -0.08681 6.27497 2.0240 -0.8387 -0.0169 0.1149
C 1.69294 0.95006 5.87333 -2.6081 1.9436 0.4630 -0.7366
C 1.08639 2.28077 5.88015 4.0446 -0.0977 -1.0640 -0.0202
C -0.17974 2.51373 6.28299 -1.3200 -1.6966 -0.3615 -0.7958
C -1.00963 1.43020 6.57640 1.6671 -0.8517 1.0799 -0.2892
H 1.29093 -1.12588 6.25925 -0.7876 1.1459 0.1932 0.3735
H 2.69717 0.73975 5.58310 0.4251 0.2324 -0.3187 0.4745
H 1.69878 3.17507 5.51166 -0.8100 -1.5408 0.6490 0.1995
H -0.63257 3.46003 6.23042 -0.2411 1.2011 -0.0211 0.4439
H -2.00416 1.60033 6.84988 -1.3919 -0.0102 0.3046 0.6114
O 0.77102 0.39120 -6.50609 0.2897 -0.8089 -1.2774 -0.6470
N 0.39178 1.03148 -5.56015 2.3112 0.6993 0.1391 1.1104
O 1.07092 1.92648 -5.07766 -0.5408 0.3360 0.4077 -0.6205
C -0.83104 0.68177 -4.98623 -2.4391 0.4475 0.8761 0.3576
C -1.74566 -0.00303 -5.78672 1.4183 -0.1150 -1.1048 -0.5285
C -2.98963 -0.25232 -5.30874 -1.4113 -1.1575 -1.0119 -0.3166
C -3.38376 0.15115 -4.06248 0.2386 -0.3424 0.0732 -0.7180
C -2.49289 0.89617 -3.30593 -0.5311 -0.0534 -0.3340 -0.3881
C -1.22421 1.20775 -3.74754 0.2697 -0.0441 -0.0247 -0.6124
H -1.47485 -0.35425 -6.80127 0.0068 0.3574 0.8946 0.3288
H -3.68521 -0.82375 -5.94908 0.4126 0.3479 0.4331 0.3330
H -4.33926 -0.23349 -3.72951 -0.0782 0.5941 0.4070 0.4777
H -2.83724 1.30309 -2.40062 -0.1281 0.2869 1.2524 0.6536
H -0.60617 1.83868 -3.09256 -0.0199 -0.4624 -0.6966 0.5742
O -1.46184 -4.83303 0.33954 0.5596 -0.2410 -0.8413 -0.6124
N -0.35272 -4.97238 -0.19336 -1.7074 -0.4523 1.0118 1.0449
O -0.16172 -5.53974 -1.25584 0.2422 0.7093 0.6706 -0.5925
C 0.73539 -4.45613 0.62820 0.7588 0.0806 1.0163 0.5734
C 1.83424 -3.96665 -0.05674 -0.0055 -0.7970 -1.0165 -0.4514
C 2.95654 -3.57124 0.60941 0.8455 0.6727 2.3645 -0.3676
C 2.98173 -3.55379 2.05541 -2.1929 -0.5358 -2.0223 -0.7255
C 1.84245 -4.02307 2.71711 -1.0212 0.1237 -2.1019 -0.5536
C 0.67232 -4.48125 2.04753 1.1528 -0.1797 -2.0950 -0.8177
H 1.82575 -3.99581 -1.15640 0.0067 0.0509 0.6413 0.4718
H 3.79652 -3.20691 0.04470 0.1641 0.0887 -0.0335 0.5020
H 3.72164 -3.07712 2.65486 0.8123 0.0328 -0.0184 0.4591
H 1.74563 -3.87530 3.73422 0.0577 -0.0901 2.1187 0.5440
H -0.21271 -4.94189 2.48293 0.4156 0.4711 0.3040 0.4936
O 3.70757 -1.87321 -2.04810 0.2476 0.6586 0.5735 -0.5602
N 4.50900 -0.94786 -1.92009 -0.2668 -0.8252 -2.0586 1.0917
O 5.32242 -0.83033 -1.04874 0.1094 -0.2256 1.2731 -0.6311
C 4.61224 0.00330 -3.05377 -1.0453 -0.1998 0.5171 0.1976
C 5.52737 1.01814 -2.90296 0.7750 1.1068 0.1686 -0.4482
C 5.58448 2.01567 -3.87365 -2.2501 -1.8785 -0.8470 -0.5913
C 4.69596 1.94577 -4.99083 2.0975 0.2059 1.7623 -0.7224
C 3.84531 0.90016 -5.06817 -2.6277 -1.1893 -3.0387 -0.1288
C 3.70336 -0.07207 -4.10452 1.1767 0.9407 1.3013 -0.0236
H 6.14152 1.10715 -1.98286 -0.4583 -0.3163 -0.9245 0.4053
H 6.23812 2.79336 -3.71945 1.3664 1.7740 0.0628 0.4998
H 4.67268 2.66562 -5.77275 0.2440 0.6121 -0.3402 0.4826
H 3.17442 0.81081 -6.00507 1.0334 0.3014 1.8199 0.2147
H 2.83167 -0.66573 -4.02583 -0.3513 -1.0211 -0.3271 0.2375
O -0.56205 3.59972 1.48358 0.7056 0.5906 -0.7854 -0.5406
N -0.13657 4.14317 0.46251 -3.1009 -0.4028 0.0016 1.0148
O 0.97966 4.10841 0.05202 1.5216 0.1022 -0.1143 -0.5405
C -1.18638 4.79433 -0.43040 -0.4970 -0.8753 0.1140 0.1503
C -2.52470 4.45384 -0.28720 0.6006 0.4360 -0.4647 -0.2276
C -3.48005 5.09178 -1.11009 0.5236 -0.4380 0.4162 -0.5976
C -3.15050 5.99492 -2.09959 2.1935 0.8677 0.1654 -0.5113
C -1.72925 6.20467 -2.30475 -3.3976 -0.3608 0.0632 -0.5147
C -0.82155 5.58586 -1.49658 2.5766 1.9692 -0.0727 -0.4274
H -2.78316 3.69700 0.42982 -0.3683 -0.0026 0.2678 0.6347
H -4.48421 4.82511 -0.91752 -1.0272 -0.0754 0.1031 0.4536
H -3.85775 6.69514 -2.59787 0.3830 -1.1534 0.2372 0.3656
H -1.47541 6.88245 -3.09179 0.5878 0.2743 -0.1476 0.4363
H 0.20311 6.02426 -1.61187 -0.6808 -1.1977 0.2425 0.2931
C 3.84293 2.91082 1.23862 0.7953 -2.0194 -0.2826 -0.8292
N 2.95051 2.32415 2.28651 2.7344 0.5742 -1.8371 1.0340
O 2.80580 1.14809 2.30640 -0.5311 -2.6462 -0.0915 -0.4916
O 2.49379 3.09675 3.03571 -1.8745 2.2576 2.5701 -0.5191
H 3.20838 2.87936 0.38266 -0.1570 0.2818 -0.9074 0.2836
H 4.74599 2.25845 1.08093 -1.0856 0.5477 0.2850 0.2653
H 4.10171 3.88625 1.53952 0.1650 1.0545 0.2249 0.3056
C -2.95200 -4.14289 5.17716 -1.5364 -0.9645 -1.7485 -0.9413
N -1.85457 -3.52665 4.40724 2.9010 0.6043 0.5044 0.8955
O -2.06352 -2.67796 3.56227 -1.1285 -0.2703 0.1960 -0.4338
O -0.69048 -3.84498 4.68964 -1.5573 -0.4309 0.1047 -0.4828
H -2.70648 -4.47097 6.14159 1.1190 0.3176 1.3845 0.3412
H -3.19601 -5.12697 4.68962 -0.0237 1.2063 -0.1296 0.3239
H -3.79798 -3.44802 5.19424 0.2516 -0.3357 -0.2091 0.3182
C -3.92859 0.59697 4.02760 -1.0724 -2.1312 -1.8130 -0.6510
N -4.54293 1.16040 2.76396 1.3996 1.1862 1.9344 0.9976
O -4.85464 0.39199 1.93607 -1.2284 -1.6590 -2.1636 -0.5263
O -4.58197 2.37602 2.67456 -0.1887 0.1607 0.0646 -0.6084
H -3.80952 -0.51462 3.83973 -0.6396 1.2860 0.5738 0.1800
H -4.58062 0.90929 4.81482 0.0991 0.0054 0.7213 0.3417
H -2.95827 0.96691 3.99608 1.6304 1.1178 0.6340 0.2726
C -0.06073 -0.08186 1.33589 1.0687 0.6983 1.7356 -0.1777
N -1.15856 0.37500 0.46269 -1.0800 0.4149 -1.7142 0.8893
O -2.30510 0.01585 0.74694 1.4885 0.6144 -0.2621 -0.5282
O -0.88301 1.03997 -0.55877 -0.2196 -0.9893 1.9295 -0.3317
H -0.53930 -0.64757 2.17807 0.5557 0.5017 -0.8776 0.0440
H 0.52718 0.84060 1.75500 -1.2318 -1.7304 -1.0026 0.0707
H 0.62689 -0.73424 0.75748 -0.5007 0.5257 0.2603 0.0623
```
Positions in Å, forces in eV/Å.

***

Entry 3:
# C12H41FeO9

A molecular structure, C12H41FeO9 (ωB97M-V with the def2-TZVPD basis set, the Open Molecules 2025 dataset).

Calculated values
energy above the lowest of the compared OMol25 structures with the same formula, charge and spin = 0.000 eV
LUMO level (spin up / spin down) = -6.8 / -7.0 eV
strongest force on any atom = 4.1 eV/Å
orbital gap (spin up / spin down) = 4.52 / 4.25 eV
spin multiplicity = 5
charge = +1
⟨S²⟩ = 6.01

XYZ file:
```
63
Properties=species:S:1:pos:R:3:forces:R:3:mulliken_charge:R:1
Fe 3.23798 -0.57765 1.32235 -3.3033 2.0859 -1.0963 0.9939
C 0.16025 -0.43718 -0.62466 -0.1097 -0.9286 0.5879 -0.8798
C 0.32340 0.35671 0.65062 -1.2461 -0.2195 -0.9052 0.4837
O 1.64781 0.72685 0.92851 2.9338 -1.6400 1.0841 -0.3571
H -0.90701 -0.64695 -0.72360 -0.0308 0.1062 -0.2539 0.5937
H 0.58599 -1.43652 -0.52058 0.2333 0.1156 -0.2114 -0.2918
H 0.54957 0.07355 -1.50434 0.0107 -0.0150 0.0139 0.1373
H -0.19070 -0.14301 1.47626 0.4344 -0.2327 0.2002 0.1308
H -0.33119 1.21565 0.45755 0.6514 0.7166 0.4338 0.2093
C 0.48281 -3.24227 -2.74089 -0.8233 -0.7961 0.6345 -0.6485
C 0.30844 -3.25886 -4.22722 1.6088 0.4653 -0.5066 -0.5382
O 0.00044 -1.93895 -4.64738 -0.3366 0.1350 -0.0539 -0.4419
H -0.48315 -3.08943 -2.25470 0.1264 0.4503 0.1457 0.2475
H 1.21325 -2.48299 -2.46316 -0.1673 0.1461 0.0079 0.0290
H 0.81505 -4.21175 -2.36016 0.1579 -0.0731 -0.1833 0.4285
H -0.38335 -3.99932 -4.63116 -0.1135 0.0028 0.2769 0.3221
H 1.31816 -3.44229 -4.61424 -0.1539 -0.6333 -0.2809 0.3267
H 0.40449 -1.82880 -5.51184 -0.2196 0.1862 -0.0939 0.2883
C -0.27285 5.16692 0.18961 -0.9120 0.1821 -0.0698 -0.9683
C 0.87819 6.07000 0.55995 -0.0556 -0.1036 0.8612 -0.1196
O 2.09385 5.41073 0.33172 0.8876 0.0725 -0.3702 -0.5438
H -0.13287 4.16644 0.60553 -0.0555 0.1284 0.4418 0.1231
H -0.45276 4.97456 -0.87057 0.4625 0.4392 -0.1978 0.2739
H -1.20256 5.60742 0.55605 -0.0666 -0.2532 0.1549 0.4086
H 0.87574 6.29114 1.63464 -0.4094 -0.2315 0.0762 0.2295
H 0.83250 7.07890 0.13688 0.0794 -0.2805 -0.6953 0.2494
H 1.92200 4.58835 -0.14008 0.1078 0.1165 -0.2177 0.3764
C -3.26348 0.08622 4.34457 1.7065 0.7261 1.2345 -1.1420
C -1.70336 0.00127 4.21386 -1.1551 0.4361 -1.2503 0.3020
O -1.35321 -1.19322 4.87472 0.4974 -0.4032 -0.3651 -0.5251
H -3.34204 0.03630 5.43234 -0.7013 0.4000 0.0264 0.2941
H -3.87083 -0.74052 3.98373 0.5725 -0.1414 -0.5259 0.3092
H -3.61618 1.03871 3.95357 -0.1766 -0.0465 0.1093 0.3467
H -1.10044 0.85999 4.52686 -0.7276 0.1814 1.1830 0.3627
H -1.43458 0.12126 3.15297 -0.0080 -1.2864 -0.3954 -0.1557
H -0.42158 -1.20624 5.10837 -0.0041 0.1577 0.0135 0.2645
C -1.02659 -3.77529 1.07927 0.4029 1.1965 -0.6630 -0.7876
C -0.43171 -4.30299 2.36947 -1.7247 -0.3272 -0.3970 -0.2312
O 0.09056 -5.56425 1.96139 0.6307 0.0439 0.7921 -0.5188
H -0.28552 -3.42170 0.35374 0.3585 -0.3596 0.0399 -0.0476
H -1.67696 -2.90068 1.14610 -0.2451 -0.1934 0.5356 0.3877
H -1.55263 -4.59933 0.60275 -0.1547 0.1128 0.0657 0.3557
H -1.29379 -4.42315 3.03298 0.0884 -0.3098 0.1675 0.3017
H 0.22939 -3.66157 2.95937 0.5449 0.0124 -0.5076 0.2119
H -0.05624 -6.19919 2.66898 0.1533 -0.0630 -0.0236 0.3074
C -0.27504 1.35033 -4.37752 -0.0902 0.4119 -0.5842 -0.7756
C -1.31671 1.89406 -3.43224 -0.6905 -1.2174 -0.1804 -0.0931
O -1.95531 0.74813 -2.81168 0.2746 0.6962 0.6148 -0.5492
H 0.21567 2.18878 -4.87679 0.3604 -0.1649 0.0237 0.3798
H -0.73925 0.73263 -5.14661 -0.1644 0.0758 0.0335 0.2402
H 0.42174 0.68016 -3.87367 0.2019 0.2921 0.1252 0.1488
H -2.14749 2.37270 -3.94965 0.3098 0.3350 -0.1526 0.3433
H -0.88712 2.58341 -2.70301 -0.0767 -0.0319 0.1145 0.0400
H -1.44762 0.59134 -2.01092 -0.2506 -0.2017 -0.1341 0.2788
O 2.93176 -2.06216 -0.03477 0.7860 -0.2711 0.1943 -0.5108
H 2.81766 -3.00835 0.14817 -0.2335 -0.0289 0.1262 0.3346
H 3.39374 -2.03097 -0.88614 -0.1510 0.0998 -0.1578 0.3459
O 1.95240 2.91568 -1.12025 -0.0288 -0.2749 0.0603 -0.6372
H 2.74047 2.68911 -1.62336 0.0021 0.1816 -0.1125 0.2642
H 1.94685 2.29722 -0.37656 -0.0556 -0.0588 0.0765 0.1984
O 1.55393 1.96043 3.57653 0.0078 -0.2644 0.0489 -0.6182
H 2.27011 1.44933 3.96454 -0.0093 0.1441 0.2345 0.2529
H 1.33993 1.50127 2.75378 0.0595 0.1998 -0.1531 0.2589
```
Positions in Å, forces in eV/Å.

***

Number 1: electronic energy -495.8746 hartree. Number 2: electronic energy -3600.7715 hartree. Number 3: electronic energy -2422.2080 hartree.